2 unconnected molecules or ions with the total composition C10H16O in a non-equilibrium geometry, computed with the ωB97M-V functional and the def2-TZVPD basis.

Output
HOMO level ... -8.36 eV
Lowest unoccupied orbital energy ... 0.854 eV
Structure (SMILES) ... CCc1ccc(O)cc1.CC
HOMO-LUMO gap ... 9.22 eV

```
! RIJCOSX wB97M-V def2-TZVPD def2/J DEFGRID3
* xyz 0 1
C -1.310 -2.302 -3.427
C -0.361 -1.210 -2.932
H -2.329 -2.002 -3.721
H -0.990 -2.521 -4.459
H -1.494 -3.165 -2.795
H -0.804 -0.247 -3.172
H -0.204 -1.340 -1.857
H 0.665 -1.277 -3.297
C 1.933 -0.310 0.791
C 1.991 -1.592 1.662
C 0.780 0.571 1.257
C 1.003 1.859 1.704
C -0.508 0.265 0.834
C -0.084 2.733 1.887
C -1.583 1.127 0.759
C -1.346 2.336 1.456
O -2.424 3.181 1.453
H 2.856 0.240 0.988
H 1.876 -0.509 -0.276
H 2.342 -1.261 2.650
H 2.036 2.096 1.919
H -0.733 -0.760 0.520
H -0.037 3.684 2.402
H -2.509 0.901 0.263
H -2.521 3.826 2.191
H 2.743 -2.308 1.340
H 1.010 -2.015 1.860
*
```